# 1
{"formula": "C49H110FN6O3P2S", "method": "the ωB97M-V functional and the def2-TZVPD basis", "total_energy_ha": -3667.94215, "lumo_ev": 1.7, "homo_ev": -4.13, "total_charge": -1, "symbols": ["C", "C", "F", "C", "P", "C", "C", "O", "C", "C", "C", "C", "C", "C", "P", "S", "O", "C", "C", "O", "H", "H", "H", "H", "H", "H", "H", "H", "H", "H", "H", "H", "H", "H", "H", "H", "H", "H", "H", "H", "C", "C", "N", "C", "C", "C", "C", "H", "H", "H", "H", "H", "H", "H", "H", "H", "H", "H", "H", "H", "H", "H", "C", "C", "N", "C", "C", "C", "C", "H", "H", "H", "H", "H", "H", "H", "H", "H", "H", "H", "H", "H", "H", "H", "C", "C", "N", "C", "C", "C", "C", "H", "H", "H", "H", "H", "H", "H", "H", "H", "H", "H", "H", "H", "H", "H", "C", "C", "N", "C", "C", "C", "C", "H", "H", "H", "H", "H", "H", "H", "H", "H", "H", "H", "H", "H", "H", "H", "C", "C", "N", "C", "C", "C", "C", "H", "H", "H", "H", "H", "H", "H", "H", "H", "H", "H", "H", "H", "H", "H", "C", "C", "N", "C", "C", "C", "C", "H", "H", "H", "H", "H", "H", "H", "H", "H", "H", "H", "H", "H", "H", "H"], "positions_angstrom": [[8.07814, -3.72660, -2.83566], [6.68725, -3.80907, -2.20426], [6.78516, -4.87152, -1.23949], [5.58554, -4.22260, -3.17640], [4.79640, -2.81656, -4.18769], [3.07183, -3.43816, -3.58620], [1.88983, -2.67901, -4.16332], [1.79822, -2.26253, -5.30496], [0.69582, -2.46763, -3.21572], [0.06429, -1.24898, -3.05302], [-0.97856, -1.15658, -2.16051], [-1.42512, -2.25440, -1.42798], [-0.80123, -3.48156, -1.62045], [0.24743, -3.56201, -2.51024], [4.80940, -4.10303, -6.08497], [6.61238, -4.68780, -6.69286], [6.29440, -2.19058, -4.80234], [6.45290, -0.87725, -4.34035], [5.70296, -0.68283, -2.97587], [4.69319, -1.66186, -2.89872], [8.18872, -2.76239, -3.34530], [8.24056, -4.54295, -3.54438], [8.83376, -3.73788, -2.03606], [6.46450, -2.91069, -1.62135], [4.79389, -4.67456, -2.56618], [5.99090, -5.04001, -3.79071], [4.21871, -1.78594, -5.02961], [2.93818, -4.49496, -3.86136], [3.03927, -3.29074, -2.50107], [0.41518, -0.37820, -3.60101], [-1.46782, -0.19292, -2.01549], [-2.24207, -2.19548, -0.71315], [-1.16215, -4.33297, -1.04537], [0.73880, -4.52131, -2.67349], [3.97674, -5.23416, -5.85220], [4.23890, -3.37775, -7.16281], [6.10977, -0.16728, -5.11149], [7.50609, -0.63134, -4.12584], [5.27629, 0.31187, -2.78153], [6.48774, -0.79049, -2.19831], [-3.85362, -7.58416, -1.43248], [-2.42745, -8.10547, -1.33836], [-1.79395, -7.87005, -0.05092], [-0.36204, -8.14123, -0.05809], [0.07997, -9.58955, -0.29727], [-2.51092, -8.35250, 1.11537], [-2.82948, -9.85215, 1.19193], [-3.89708, -6.51598, -1.21364], [-4.23405, -7.73679, -2.44369], [-4.52873, -8.10662, -0.75196], [-1.84848, -7.59401, -2.11185], [-2.42523, -9.17488, -1.59971], [0.07578, -7.78796, 0.87955], [0.09624, -7.51644, -0.83110], [-0.06859, -10.21033, 0.58557], [1.14854, -9.61229, -0.52213], [-0.43826, -10.04938, -1.13932], [-3.45365, -7.80275, 1.18808], [-1.96008, -8.06206, 2.01391], [-3.18205, -10.25273, 0.24036], [-3.61773, -10.02321, 1.92929], [-1.96645, -10.43362, 1.51262], [-5.25770, 0.74014, 0.16389], [-4.65533, 2.00962, 0.74204], [-3.69146, 2.64616, -0.13362], [-2.93683, 3.70350, 0.51841], [-3.70435, 4.94806, 0.97869], [-4.14169, 2.94597, -1.48052], [-5.36013, 3.86587, -1.63246], [-4.48080, 0.01941, -0.09618], [-5.91339, 0.27489, 0.90225], [-5.86213, 0.93524, -0.72404], [-4.14672, 1.73917, 1.67170], [-5.47622, 2.69015, 1.02204], [-2.12007, 4.01535, -0.13841], [-2.44246, 3.26904, 1.39337], [-3.95728, 5.60073, 0.14384], [-3.07899, 5.53320, 1.65762], [-4.61917, 4.69711, 1.51603], [-4.36408, 2.00320, -1.98768], [-3.31006, 3.36528, -2.05244], [-6.15486, 3.62872, -0.92261], [-5.77815, 3.75828, -2.63653], [-5.09252, 4.91506, -1.51405], [8.09836, 4.08562, -1.57016], [8.55794, 2.94850, -0.66957], [8.91363, 1.74236, -1.39081], [9.10402, 0.58974, -0.52219], [10.27126, 0.63550, 0.47183], [9.89644, 1.89106, -2.44943], [11.27666, 2.44729, -2.07236], [7.25341, 3.77957, -2.18883], [7.78040, 4.93273, -0.95944], [8.89702, 4.44125, -2.22344], [7.73263, 2.71393, 0.00891], [9.38626, 3.31208, -0.04039], [9.19971, -0.31171, -1.13417], [8.18065, 0.44119, 0.04849], [11.22884, 0.46518, -0.01854], [10.15094, -0.15969, 1.21259], [10.31960, 1.58043, 1.01513], [9.47092, 2.53710, -3.22201], [10.02753, 0.92725, -2.94767], [11.21266, 3.29280, -1.38517], [11.78973, 2.79665, -2.97155], [11.91172, 1.68491, -1.62336], [5.92181, -1.13074, 6.48134], [5.68359, -1.23543, 4.98182], [6.52127, -0.35045, 4.19487], [6.11604, -0.26653, 2.79918], [6.22772, -1.53094, 1.94164], [7.95146, -0.45243, 4.42561], [8.62006, -1.81340, 4.18927], [5.78170, -0.10645, 6.83131], [5.21226, -1.76851, 7.01158], [6.92346, -1.46027, 6.76266], [4.63790, -0.97497, 4.79677], [5.80077, -2.28771, 4.68107], [6.67838, 0.53864, 2.31579], [5.07305, 0.06608, 2.77462], [7.26033, -1.73951, 1.66282], [5.67189, -1.39225, 1.01150], [5.81470, -2.41084, 2.43543], [8.15347, -0.15049, 5.45752], [8.46170, 0.30188, 3.81997], [8.03260, -2.64187, 4.58750], [9.59327, -1.83585, 4.68612], [8.80183, -1.99716, 3.13140], [-11.02917, 5.71188, -1.96190], [-10.05266, 4.55219, -2.09161], [-10.43163, 3.38096, -1.32264], [-9.37738, 2.38257, -1.24449], [-8.95039, 1.69545, -2.54641], [-11.76847, 2.86598, -1.56114], [-12.12589, 2.43585, -2.99022], [-11.15976, 6.00097, -0.91778], [-10.64655, 6.57691, -2.50611], [-12.00797, 5.47447, -2.38197], [-9.08007, 4.90043, -1.73235], [-9.92538, 4.31907, -3.15998], [-9.66340, 1.61555, -0.51889], [-8.49273, 2.86107, -0.81081], [-9.67620, 0.94976, -2.86819], [-8.00637, 1.16799, -2.38892], [-8.79270, 2.40344, -3.36066], [-12.48833, 3.62662, -1.24664], [-11.95030, 2.02751, -0.88356], [-11.76693, 3.14179, -3.74052], [-13.21170, 2.37413, -3.09460], [-11.73002, 1.44948, -3.22722], [-5.35532, 8.28960, 6.65877], [-5.76094, 7.59317, 5.36805], [-5.59832, 6.15188, 5.40655], [-5.73915, 5.52438, 4.10205], [-7.10934, 5.59758, 3.41731], [-6.25135, 5.46544, 6.50733], [-7.77246, 5.61643, 6.64385], [-4.32269, 8.05676, 6.92329], [-5.43601, 9.37076, 6.53401], [-5.99927, 8.01317, 7.49525], [-5.12900, 7.98999, 4.56866], [-6.79422, 7.88417, 5.12269], [-5.43907, 4.47474, 4.17543], [-5.00489, 5.98039, 3.43160], [-7.82270, 4.90436, 3.86123], [-7.00826, 5.31496, 2.36610], [-7.53480, 6.60134, 3.44331], [-5.79259, 5.80329, 7.44054], [-6.00471, 4.40170, 6.45655], [-8.10620, 6.64248, 6.48201], [-8.08115, 5.32898, 7.65167], [-8.30759, 4.96648, 5.95301]]}

***

# 2
{"formula": "C7H10", "method": "the ωB97M-V functional and the def2-TZVPD basis", "total_energy_ha": -272.49948, "e_above_lowest_kj_mol": 573.7, "lumo_ev": [0.7, 0.7], "homo_ev": [-6.89, -6.85], "total_charge": 0, "symbols": ["C", "C", "C", "C", "C", "C", "C", "H", "H", "H", "H", "H", "H", "H", "H", "H", "H"], "positions_angstrom": [[1.60472, -1.07093, -0.02265], [0.25064, -0.37559, 0.05788], [-0.92751, -1.30653, 0.04326], [-1.52094, 0.92549, -0.52019], [-0.70946, 1.67323, 0.32017], [0.24754, 0.79031, 1.08805], [-0.30172, 0.43313, -1.08829], [1.72366, -1.69732, 0.87034], [1.67501, -1.71920, -0.90281], [2.43724, -0.35993, -0.04251], [-0.78076, -2.34277, 0.37007], [-1.55303, -1.25623, -0.83400], [-2.43771, 1.22079, -1.01886], [-0.85629, 2.73700, 0.52014], [-0.12158, 0.57882, 2.10482], [1.25402, 1.21702, 1.17298], [0.01619, 0.55271, -2.11839]]}

***

# 3
{"formula": "C7H6S2", "method": "the ωB97M-V functional and the def2-TZVPD basis", "total_energy_ha": -1066.46481, "e_above_lowest_kj_mol": 132.4, "lumo_ev": [0.5, -2.1], "homo_ev": [-7.45, -8.82], "total_charge": 0, "spin_multiplicity": 3, "symbols": ["C", "C", "C", "C", "C", "C", "C", "S", "S", "H", "H", "H", "H", "H", "H"], "positions_angstrom": [[2.89970, 0.00511, 1.53350], [2.24505, -0.82560, 0.90019], [-1.78207, 0.47809, -1.42694], [-1.74766, 0.15684, -0.03219], [-0.80164, 1.35919, -1.84118], [-0.78929, 0.95601, 0.63156], [1.80508, -1.77029, -0.00126], [0.10122, 1.89922, -0.44350], [0.50522, -2.77065, 0.25523], [3.35902, 0.94935, 1.87356], [-2.30788, -0.16338, -2.18094], [-2.23214, -0.70227, 0.33473], [-0.60157, 1.87774, -2.75765], [-0.47029, 1.10222, 1.59708], [-0.18274, -2.55158, 1.55781]]}

***

- Number 3 is which compound?
  C7H6S2

***

Please write out number 3 again, unchanged.
{"formula": "C7H6S2", "method": "the ωB97M-V functional and the def2-TZVPD basis", "total_energy_ha": -1066.46481, "e_above_lowest_kj_mol": 132.4, "lumo_ev": [0.5, -2.1], "homo_ev": [-7.45, -8.82], "total_charge": 0, "spin_multiplicity": 3, "symbols": ["C", "C", "C", "C", "C", "C", "C", "S", "S", "H", "H", "H", "H", "H", "H"], "positions_angstrom": [[2.89970, 0.00511, 1.53350], [2.24505, -0.82560, 0.90019], [-1.78207, 0.47809, -1.42694], [-1.74766, 0.15684, -0.03219], [-0.80164, 1.35919, -1.84118], [-0.78929, 0.95601, 0.63156], [1.80508, -1.77029, -0.00126], [0.10122, 1.89922, -0.44350], [0.50522, -2.77065, 0.25523], [3.35902, 0.94935, 1.87356], [-2.30788, -0.16338, -2.18094], [-2.23214, -0.70227, 0.33473], [-0.60157, 1.87774, -2.75765], [-0.47029, 1.10222, 1.59708], [-0.18274, -2.55158, 1.55781]]}